1.
# C5H20F4HfN10O5

C5H20F4HfN10O5 as an isolated structure (ωB97M-V with the def2-TZVPD basis set, OMol25).

Positions of all 45 atoms, in Å:
H 2.0017 2.7186 0.7093
H -4.7136 0.2585 0.6594
N -1.9337 -2.0949 -2.6387
F 0.7103 1.0752 -1.3039
H -0.6501 4.8749 0.7931
N 2.1729 0.0101 -3.2554
C 2.7624 -0.8929 -2.4421
H -1.2346 0.2152 4.2201
H 1.4948 0.6306 -2.8094
H 3.8866 -1.7572 -3.9832
H 4.0352 -2.3896 -2.3834
N -3.3925 1.3524 -1.1385
H 1.5280 -0.8993 5.7816
F 1.6823 -2.2795 1.0710
C 0.0589 2.9631 0.9415
N -3.7744 -0.0861 0.6137
H -1.8635 3.6543 1.0423
H -2.4803 -1.4306 -2.1206
H -3.4232 -0.7812 1.2560
H -2.4314 -2.8939 -2.9938
H 1.5338 4.4014 0.6090
N 1.2779 3.4334 0.6090
N -0.4895 -0.1932 4.7628
O 2.3566 -1.0497 -1.3050
H 0.9732 -3.4052 -2.6686
O -0.1400 1.7838 1.1911
H -0.4852 0.1403 5.7100
H -2.7311 1.8921 -1.6693
Hf 0.5630 -0.3919 0.4865
N 3.7715 -1.6332 -2.9952
O -0.0872 -1.6946 -1.3750
N 1.7242 -0.5693 4.8525
H -0.3029 -3.3983 -3.9250
N 0.0429 -3.2190 -3.0011
O -1.6903 0.2173 -0.2197
N -0.8998 3.9223 0.9729
H 2.7312 0.2385 -4.0594
C 0.6377 -0.4126 4.0507
F -1.0603 -1.7490 1.2960
O 0.7132 -0.3218 2.8422
F 2.3934 0.8465 0.9658
H -4.3647 1.5931 -1.0944
H 2.6147 -0.8256 4.4612
C -2.8784 0.4587 -0.2452
C -0.6397 -2.3119 -2.2707

Values from the calculation:
* HOMO energy: -8.8 eV
* DFT total energy: -1574.21182 Eh
* relative energy (zero: lowest compared OMol25 entry of this formula, charge and spin): 0.0000 eV


2.
# C18H54ClNO11

A 9-piece molecular cluster, C18H54ClNO11 overall (ωB97M-V with the def2-TZVPD basis set, OMol25).

Positions of all 85 atoms, in Å:
H -26.3251 19.3131 13.3049
O -25.3592 15.5995 6.5060
H -25.3647 20.2737 11.2759
H -23.4152 13.2529 9.4929
C -29.7672 16.6244 7.8292
H -27.7216 17.6058 3.3548
H -26.3581 21.5701 7.5383
H -22.2329 14.1503 9.8066
H -24.0890 12.9183 4.1807
H -26.0674 17.5184 1.3587
C -25.6010 16.9371 3.2352
H -26.0771 19.9728 7.0079
H -23.2518 20.5644 5.6043
C -26.8942 13.0485 3.9686
H -28.7241 14.1590 4.3982
Cl -25.2352 15.9376 7.8988
H -24.7171 18.8940 14.0820
H -26.5120 13.4260 11.0758
H -23.3354 15.0184 5.5068
O -22.7671 15.1569 4.7397
O -25.9939 17.8313 11.1994
H -25.7930 17.9809 10.2689
C -28.8829 12.0612 5.1097
H -22.1726 20.4221 7.0271
C -27.1239 16.6937 3.3875
H -28.1496 16.3065 8.8167
H -22.6894 11.8445 4.4408
H -23.9946 18.2245 3.6303
O -23.9568 15.5414 8.4176
H -24.0991 20.6793 8.4632
H -28.4989 11.4978 5.9560
C -25.0606 18.1993 3.8760
H -26.2246 13.9136 3.9258
O -25.4208 16.9595 1.7953
H -20.1553 14.2724 4.9356
O -25.3502 17.3722 8.0585
H -23.3971 12.6267 5.8364
H -28.8509 11.4751 4.1906
C -23.1911 12.7581 4.7751
H -26.2726 12.2631 4.3987
H -23.2891 22.7944 6.9149
H -25.1696 18.3251 4.9524
C -28.8011 17.6142 7.1861
C -23.1971 20.3117 6.6701
O -28.8658 15.7495 8.4895
O -27.7440 13.9448 6.0773
H -23.6065 20.0291 11.6881
H -30.3030 16.1172 7.0291
H -30.1522 17.5365 9.7725
H -27.2029 16.3262 4.4208
H -31.4867 16.7422 9.0786
H -24.1093 17.5997 12.0462
H -27.4942 15.9427 2.6970
H -24.4631 19.3366 10.2198
H -21.1628 14.1007 6.4030
O -22.4661 13.2295 9.6490
N -27.0153 13.8228 10.2820
C -30.6412 17.3892 8.8108
H -23.4242 19.2444 6.7194
H -31.0345 18.2934 8.3529
H -27.1625 12.8604 2.9285
H -21.9628 13.8833 3.3671
H -28.2441 18.1424 7.9654
C -24.1963 21.1014 7.4562
H -25.8712 17.6710 13.8758
H -29.3005 18.4477 6.6770
C -24.5150 19.5857 11.2814
H -27.9836 13.5017 10.3617
H -26.6601 13.5490 9.3606
C -22.1870 13.8757 4.4323
C -21.0053 13.7513 5.3879
H -28.1570 17.1793 6.4229
H -20.6511 12.7127 5.4170
C -24.9410 18.3136 12.0307
C -25.5179 18.5914 13.4036
C -25.6370 20.9752 6.9739
O -26.1692 15.2444 8.7749
H -26.9700 14.5028 5.8932
H -26.9983 14.8456 10.3714
H -29.9255 12.3240 5.3097
H -25.7686 21.3053 5.9389
H -25.0201 16.0541 3.4972
O -23.9516 22.5035 7.5474
C -28.1417 13.3393 4.8246
H -25.4089 19.1280 3.4124

Values from the calculation:
* HOMO energy: -9.4 eV
* DFT total energy: -2060.43964 Eh
* relative energy (zero: lowest compared OMol25 entry of this formula, charge and spin): 0.0000 eV


3.
# C2H8N2

A 2-piece molecular cluster, C2H8N2 overall (ωB97M-V with the def2-TZVPD basis set, OMol25).

Positions of all 12 atoms, in Å:
H 0.7798 -2.9986 -1.4771
C -0.1206 0.4174 1.6740
H 0.9713 0.3754 1.5758
C -0.4978 1.5754 -0.3811
H 0.1606 2.3869 0.0063
H -0.2179 -2.0917 -0.5663
H -1.3683 2.0754 -0.8106
H 1.2979 -1.6434 -0.8018
H -0.5654 0.1809 2.6321
N -0.9325 0.7120 0.6521
N 0.4994 -2.0401 -1.2891
H -0.0065 1.0503 -1.2143

Values from the calculation:
* total charge: -1
* HOMO energy (alpha / beta): 0.7 / -2.5 eV
* 2S+1: 2
* DFT total energy: -190.42034 Eh
* relative energy (zero: lowest compared OMol25 entry of this formula, charge and spin): 0.6863 eV


Which formula does entry 1 have? C5H20F4HfN10O5